114
Properties=species:S:1:pos:R:3:forces:R:3 method="wB97M-V/def2-TZVPD" de_lowest_kj_mol=360.4 multiplicity=1 homo_lumo_gap_ev="3.2 / 2.8" total_charge=-2 total_energy_ha=-5996.634598
Sr -0.8871 2.6920 0.0091 0.05 0.76 -2.69
N 1.2557 3.3420 -3.6234 0.67 -0.36 -0.14
C -0.0645 3.4283 -3.2186 -0.60 1.14 0.20
S -0.3471 4.6665 -2.0289 -0.08 0.36 -0.13
N -0.9090 2.7128 -3.8668 1.33 -0.99 -0.58
N -2.2017 2.5292 -3.6325 -1.20 0.16 0.38
C -2.6376 2.1117 -2.5057 1.11 0.16 0.04
C -4.0040 1.7038 -2.2995 -0.90 -0.22 0.42
C -4.9191 1.7387 -3.3543 0.13 -0.01 0.05
C -6.2076 1.2723 -3.2019 -0.13 0.02 -0.11
C -6.6166 0.8054 -1.9602 -0.01 -0.02 0.08
C -5.7380 0.7884 -0.8938 -0.11 0.06 0.14
C -4.4165 1.2124 -1.0386 0.05 0.20 -0.28
O -3.5549 1.1674 0.0059 0.06 -0.05 -0.25
H 1.7787 4.1894 -3.4612 -0.09 -0.10 0.00
H 1.3929 2.9094 -4.5245 -0.08 0.00 -0.06
H -1.9694 1.9520 -1.6488 -0.61 -0.40 -1.23
H -4.5703 2.1333 -4.2979 0.01 -0.04 -0.09
H -6.8973 1.2678 -4.0391 0.03 0.06 0.01
H -7.6294 0.4510 -1.8221 -0.07 -0.05 0.03
H -6.0572 0.4364 0.0760 0.03 -0.04 0.07
Br 4.1144 -1.0322 6.3060 -0.04 0.03 -0.01
C 2.2873 -0.4709 6.4224 0.16 0.06 -0.01
C 1.8840 0.6911 5.7837 0.25 -0.25 0.02
C 0.5710 1.0941 5.8722 -0.34 0.09 -0.04
C -0.3720 0.3538 6.6258 0.89 0.10 -0.32
C 0.0856 -0.8175 7.2684 -0.13 0.14 -0.19
C 1.3941 -1.2245 7.1710 0.24 -0.11 -0.10
N -1.5881 0.8184 7.0160 -0.74 -1.09 1.00
N -2.2710 1.7334 6.4768 -0.45 1.05 0.16
C -2.1922 2.1446 5.1802 0.07 -0.12 -0.62
C -2.2722 3.5503 5.0535 0.02 0.04 0.37
C -1.9745 4.1776 3.8750 0.17 0.02 -0.31
C -1.6867 3.4467 2.6971 -0.60 -0.05 2.13
O -1.4237 4.0242 1.6041 -0.07 1.88 0.54
C -1.7588 1.9883 2.7810 0.14 -0.11 0.74
N -1.5243 1.3452 1.6636 -0.10 -0.16 1.21
C -1.8099 -0.0364 1.5277 -1.20 -0.78 -1.31
C -2.0697 -0.7350 2.8157 0.13 -0.05 0.51
C -2.1614 -0.0786 3.9805 0.11 -0.68 -0.23
C -2.0235 1.3557 4.0229 0.07 0.76 0.24
H 2.5933 1.2751 5.2131 0.05 0.00 -0.02
H 0.2702 2.0118 5.3868 -0.07 -0.02 -0.04
H -0.6184 -1.3805 7.8644 -0.07 0.02 0.07
H 1.7401 -2.1126 7.6819 -0.03 -0.07 0.00
H -2.4372 4.1194 5.9591 -0.14 -0.01 0.05
H -1.9469 5.2578 3.8162 -0.04 0.09 -0.08
H -0.9682 -0.5094 0.9961 0.14 -0.25 0.10
H -2.2122 -1.8049 2.7653 -0.06 -0.16 0.12
H -2.3768 -0.6143 4.8983 0.00 -0.02 -0.01
C 12.2453 -2.4261 -1.8670 0.14 -0.23 -0.32
O 11.7368 -1.6391 -0.8288 -0.85 0.42 0.26
C 10.4080 -1.2607 -0.8906 0.29 0.03 0.21
C 9.5291 -1.5865 -1.9162 0.59 -0.24 -0.10
C 8.2146 -1.1629 -1.8666 -0.54 0.55 0.66
C 7.7379 -0.4009 -0.7890 1.60 -0.65 -0.37
C 8.6487 -0.0662 0.2317 -0.49 -0.08 -0.35
C 9.9498 -0.4874 0.1836 0.44 -0.29 -0.28
C 6.3858 0.0369 -0.6677 -1.79 0.65 0.29
N 5.9396 0.8100 0.3133 0.98 -0.45 -0.34
C 4.6191 0.9814 0.0927 -0.80 -0.58 -1.15
C 4.2221 0.2932 -1.0617 0.59 0.62 1.06
N 5.3623 -0.3010 -1.5378 0.44 0.15 0.41
C 2.8879 0.2501 -1.5064 -1.19 0.59 0.35
C 2.4316 -0.4989 -2.5975 -0.28 0.01 0.00
C 1.0869 -0.5364 -2.8704 0.23 0.15 0.17
C 0.2185 0.2107 -2.0557 -0.09 -0.44 -0.56
N 0.6153 0.9683 -1.0682 0.91 -0.34 0.10
C 1.9262 1.0096 -0.7516 0.39 -1.22 -1.45
C 2.3244 1.7601 0.3953 0.92 0.81 1.29
N 1.3894 2.4929 1.0448 0.96 -0.48 0.01
C 1.7262 3.0880 2.1714 -0.41 0.20 -0.03
C 2.9977 3.0420 2.7297 0.90 -0.45 -0.27
C 3.9969 2.3581 2.0536 -0.56 0.53 0.45
C 3.6705 1.7193 0.8642 -0.70 -0.26 -0.52
H 13.2876 -2.6164 -1.6105 -0.07 -0.01 -0.08
H 12.2005 -1.9065 -2.8320 0.00 -0.04 0.06
H 11.7182 -3.3840 -1.9535 0.01 0.07 0.02
H 9.8546 -2.1741 -2.7632 0.05 -0.01 0.00
H 7.5544 -1.4250 -2.6821 -0.01 -0.05 -0.06
H 8.2799 0.5256 1.0531 0.01 0.06 0.13
H 10.6485 -0.2430 0.9688 0.05 0.04 0.09
H 5.4278 -0.9049 -2.3388 0.02 0.05 0.09
H 3.1416 -1.0552 -3.1987 -0.04 -0.06 -0.05
H 0.6894 -1.1188 -3.6882 -0.04 -0.01 0.00
H -0.8466 0.1513 -2.2187 -0.18 0.01 -0.10
H 0.9373 3.6412 2.6614 -0.13 0.08 0.05
H 3.1989 3.5344 3.6679 -0.03 0.07 0.08
H 5.0138 2.3006 2.4132 0.04 0.02 0.09
C -5.9089 -5.1778 -3.6666 -0.02 0.25 -0.03
C -5.8695 -3.6436 -3.6127 -0.08 -0.05 -0.11
C -5.1091 -3.1250 -4.8354 -0.12 -0.10 0.20
C -7.2907 -3.0590 -3.6820 0.10 -0.12 -0.08
C -5.2587 -3.1573 -2.3041 -0.04 -0.23 0.01
C -5.9532 -3.3952 -1.1258 -0.08 -0.15 -0.12
C -5.6355 -2.7585 0.0690 0.18 0.18 0.16
C -4.5777 -1.8784 0.0592 0.12 0.00 -0.14
O -4.1907 -1.0338 1.0217 -0.07 -0.09 -0.18
B -3.0974 -0.2032 0.4370 0.95 0.19 0.78
O -2.7331 -0.9294 -0.8459 0.04 -0.07 0.01
C -3.7565 -1.7636 -1.0793 -0.25 -0.14 0.15
C -4.0993 -2.3755 -2.2642 0.10 0.07 0.21
H -6.4199 -5.5233 -4.5660 -0.07 -0.04 -0.13
H -6.4231 -5.5899 -2.8018 -0.05 -0.05 0.10
H -4.8934 -5.5688 -3.6781 0.11 -0.09 0.04
H -5.6250 -3.4299 -5.7462 -0.04 -0.03 -0.09
H -4.0988 -3.5239 -4.8680 0.19 -0.03 -0.03
H -5.0569 -2.0388 -4.8117 0.04 0.11 -0.07
H -7.7819 -3.3231 -4.6187 -0.06 -0.05 -0.17
H -7.2308 -1.9750 -3.6056 -0.04 0.12 -0.02
H -7.9058 -3.4107 -2.8590 -0.09 -0.06 0.06
H -6.7985 -4.0700 -1.1273 -0.14 0.01 -0.06
H -6.2321 -2.9028 0.9590 -0.02 0.02 0.07
H -3.4821 -2.2043 -3.1296 0.02 0.10 -0.22